Below is a 2-piece molecular cluster, CHNO3 overall, with properties calculated with ωB97M-V with the def2-TZVPD basis set.

Each atom is followed by the atoms it is bonded to, with distances in Å.
Cartesian coordinates (Å):
1 C -0.581 1.452 1.485  O3 1.166, O4 1.144
2 N 0.614 0.388 0.150  O5 1.192, H6 1.133
3 O 0.027 2.425 1.694  C1 1.166
4 O -1.336 0.592 1.461  C1 1.144
5 O 1.372 -0.201 0.857  N2 1.192
6 H 0.040 -0.103 -0.695  N2 1.133

The calculation puts the HOMO-LUMO gap (alpha / beta) at 9.858 / 10.734 eV. The expectation value of S² is 2.007. Its spin multiplicity is 3. As for the charge: 0. Its strongest force on any atom is 4.4 eV/Å. The calculation puts the highest occupied orbital energy (alpha / beta) at -0.3385 / -0.4574 hartree.

Here are the Löwdin charges for atoms 1 to 4, given in e: number 1, C, carries -0.55; number 2, N, carries -0.07; number 3, O, carries 0.19; number 4, O, carries 0.18